# C60H162N12O18

A 15-piece molecular cluster, C60H162N12O18 overall in a non-equilibrium geometry (the ωB97M-V functional and the def2-TZVPD basis, the OMol25 dataset).

Last columns: bonded neighbours and bond lengths (Å).
CARTESIAN COORDINATES (ANGSTROEM)
1 C 6.672 -13.476 -20.962  C2 1.492, H4 1.090, H5 1.090, H6 1.090
2 C 7.117 -12.511 -22.009  C1 1.492, O3 1.430, H7 1.090, H8 1.090
3 O 7.505 -11.256 -21.442  C2 1.430, H9 0.960
4 H 7.515 -13.791 -20.347  C1 1.090
5 H 6.320 -14.429 -21.358  C1 1.090
6 H 5.760 -13.241 -20.413  C1 1.090
7 H 6.371 -12.138 -22.710  C2 1.090
8 H 7.804 -12.938 -22.739  C2 1.090
9 H 8.356 -10.987 -21.796  O3 0.960
10 C 16.277 -5.606 -20.713  C11 1.480, H13 1.090, H14 1.090, H15 1.090
11 C 15.086 -5.161 -21.470  C10 1.480, O12 1.364, H16 1.090, H17 1.090
12 O 15.350 -4.004 -22.143  C11 1.364, H18 0.960
13 H 17.130 -5.713 -21.384  C10 1.090
14 H 16.113 -6.626 -20.367  C10 1.090
15 H 16.542 -5.052 -19.813  C10 1.090
16 H 14.312 -4.943 -20.735  C11 1.090
17 H 14.703 -5.935 -22.134  C11 1.090
18 H 14.601 -3.711 -22.668  O12 0.960
19 C 16.237 -18.600 -24.681  C20 1.528, H22 1.090, H23 1.090, H24 1.090
20 C 14.843 -18.398 -25.276  C19 1.528, O21 1.382, H25 1.090, H26 1.090
21 O 14.057 -17.416 -24.704  C20 1.382, H27 0.960
22 H 17.091 -17.952 -24.876  C19 1.090
23 H 16.552 -19.491 -25.225  C19 1.090
24 H 16.362 -18.770 -23.612  C19 1.090
25 H 14.256 -19.266 -24.978  C20 1.090
26 H 14.906 -18.195 -26.345  C20 1.090
27 H 13.233 -17.482 -25.193  O21 0.960
28 C 12.157 -10.544 -21.980  O29 1.467, H37 1.090, H38 1.090, H39 1.090
29 O 12.055 -10.055 -20.601  C28 1.467, C30 1.386
30 C 12.748 -10.685 -19.580  O29 1.386, C31 1.503, H40 1.090, H41 1.090
31 C 12.167 -10.489 -18.208  C30 1.503, N32 1.434, H42 1.090, H43 1.090
32 N 10.874 -11.075 -18.006  C31 1.434, C33 1.469, H44 1.010
33 C 10.392 -10.999 -16.620  N32 1.469, C34 1.541, H45 1.090, H46 1.090
34 C 10.313 -9.540 -16.130  C33 1.541, O35 1.384, H47 1.090, H48 1.090
35 O 9.569 -8.702 -16.943  C34 1.384, C36 1.373
36 C 9.577 -7.334 -16.831  O35 1.373, H49 1.090, H50 1.090, H51 1.090
37 H 13.157 -10.875 -22.260  C28 1.090
38 H 11.673 -9.800 -22.613  C28 1.090
39 H 11.622 -11.492 -21.920  C28 1.090
40 H 13.832 -10.587 -19.638  C30 1.090
41 H 12.527 -11.709 -19.882  C30 1.090
42 H 12.222 -9.425 -17.981  C31 1.090
43 H 12.927 -10.860 -17.520  C31 1.090
44 H 10.337 -10.570 -18.696  N32 1.010
45 H 11.008 -11.589 -15.941  C33 1.090
46 H 9.378 -11.396 -16.676  C33 1.090
47 H 11.342 -9.188 -16.049  C34 1.090
48 H 9.985 -9.467 -15.093  C34 1.090
49 H 8.556 -6.951 -16.826  C36 1.090
50 H 10.053 -6.974 -17.743  C36 1.090
51 H 10.156 -7.090 -15.940  C36 1.090
52 C 9.597 -19.312 -9.553  O53 1.379, H61 1.090, H62 1.090, H63 1.090
53 O 10.913 -19.477 -9.930  C52 1.379, C54 1.422
54 C 11.351 -18.334 -10.655  O53 1.422, C55 1.590, H64 1.090, H65 1.090
55 C 12.918 -18.296 -10.918  C54 1.590, N56 1.473, H66 1.090, H67 1.090
56 N 13.042 -17.336 -12.029  C55 1.473, C57 1.489, H68 1.010
57 C 14.496 -17.132 -12.272  N56 1.489, C58 1.537, H69 1.090, H70 1.090
58 C 14.852 -16.457 -13.607  C57 1.537, O59 1.436, H71 1.090, H72 1.090
59 O 16.111 -15.769 -13.574  C58 1.436, C60 1.415
60 C 16.440 -15.206 -14.830  O59 1.415, H73 1.090, H74 1.090, H75 1.090
61 H 8.934 -19.346 -10.417  C52 1.090
62 H 9.400 -18.420 -8.959  C52 1.090
63 H 9.240 -20.151 -8.956  C52 1.090
64 H 10.973 -17.463 -10.120  C54 1.090
65 H 10.898 -18.367 -11.646  C54 1.090
66 H 13.285 -19.309 -10.751  C55 1.090
67 H 13.518 -17.943 -10.080  C55 1.090
68 H 12.444 -17.475 -12.831  N56 1.010
69 H 15.178 -17.957 -12.066  C57 1.090
70 H 14.759 -16.385 -11.524  C57 1.090
71 H 14.076 -15.729 -13.842  C58 1.090
72 H 14.876 -17.243 -14.362  C58 1.090
73 H 17.420 -14.730 -14.835  C60 1.090
74 H 15.759 -14.457 -15.234  C60 1.090
75 H 16.679 -16.019 -15.516  C60 1.090
76 C 13.346 -22.521 -28.784  O77 1.385, H85 1.090, H86 1.090, H87 1.090
77 O 12.073 -21.977 -28.742  C76 1.385, C78 1.425
78 C 11.533 -21.703 -30.032  O77 1.425, C79 1.485, H88 1.090, H89 1.090
79 C 10.100 -21.313 -29.997  C78 1.485, N80 1.495, H90 1.090, H91 1.090
80 N 9.787 -19.988 -29.379  C79 1.495, C81 1.435, H92 1.010
81 C 9.540 -20.190 -27.980  N80 1.435, C82 1.545, H93 1.090, H94 1.090
82 C 8.980 -18.860 -27.427  C81 1.545, O83 1.530, H95 1.090, H96 1.090
83 O 10.137 -17.863 -27.514  C82 1.530, C84 1.457
84 C 9.899 -16.803 -28.484  O83 1.457, H97 1.090, H98 1.090, H99 1.090
85 H 14.016 -21.861 -29.334  C76 1.090
86 H 13.251 -23.507 -29.240  C76 1.090
87 H 13.639 -22.586 -27.736  C76 1.090
88 H 11.632 -22.613 -30.624  C78 1.090
89 H 12.062 -20.918 -30.572  C78 1.090
90 H 9.395 -22.008 -29.541  C79 1.090
91 H 9.797 -21.287 -31.044  C79 1.090
92 H 10.652 -19.522 -29.614  N80 1.010
93 H 10.354 -20.631 -27.405  C81 1.090
94 H 8.773 -20.936 -27.776  C81 1.090
95 H 8.645 -18.887 -26.390  C82 1.090
96 H 8.177 -18.496 -28.069  C82 1.090
97 H 9.575 -17.104 -29.480  C84 1.090
98 H 10.845 -16.272 -28.596  C84 1.090
99 H 9.202 -16.051 -28.114  C84 1.090
100 C 15.378 -8.285 -11.599  C101 1.549, H106 1.090, H107 1.090, H108 1.090
101 C 16.619 -8.630 -12.458  C100 1.549, C102 1.589, N105 1.426, H109 1.090
102 C 17.518 -7.331 -12.623  C101 1.589, O103 1.439, H110 1.090, H111 1.090
103 O 16.676 -6.317 -13.201  C102 1.439, C104 1.452
104 C 17.168 -5.008 -12.811  O103 1.452, H112 1.090, H113 1.090, H114 1.090
105 N 17.455 -9.588 -11.812  C101 1.426, H115 1.010, H116 1.010
106 H 15.375 -7.837 -10.606  C100 1.090
107 H 14.724 -9.156 -11.638  C100 1.090
108 H 14.793 -7.536 -12.134  C100 1.090
109 H 16.279 -8.849 -13.470  C101 1.090
110 H 18.345 -7.614 -13.274  C102 1.090
111 H 17.896 -7.012 -11.651  C102 1.090
112 H 18.196 -5.083 -13.167  C104 1.090
113 H 17.128 -4.802 -11.742  C104 1.090
114 H 16.595 -4.272 -13.374  C104 1.090
115 H 16.819 -10.342 -11.595  N105 1.010
116 H 18.026 -9.913 -12.579  N105 1.010
117 C 17.766 -12.980 -28.531  C118 1.511, H123 1.090, H124 1.090, H125 1.090
118 C 18.349 -11.777 -29.236  C117 1.511, C119 1.497, N122 1.454, H126 1.090
119 C 17.965 -10.506 -28.543  C118 1.497, O120 1.395, H127 1.090, H128 1.090
120 O 16.600 -10.255 -28.685  C119 1.395, C121 1.500
121 C 16.327 -8.847 -28.245  O120 1.500, H129 1.090, H130 1.090, H131 1.090
122 N 19.772 -12.039 -29.382  C118 1.454, H132 1.010, H133 1.010
123 H 16.683 -12.984 -28.412  C117 1.090
124 H 18.103 -13.017 -27.495  C117 1.090
125 H 18.147 -13.952 -28.845  C117 1.090
126 H 17.890 -11.783 -30.224  C118 1.090
127 H 18.558 -9.738 -29.040  C119 1.090
128 H 18.213 -10.441 -27.484  C119 1.090
129 H 15.284 -8.697 -28.525  C121 1.090
130 H 16.808 -8.099 -28.875  C121 1.090
131 H 16.400 -8.596 -27.187  C121 1.090
132 H 20.168 -11.365 -30.021  N122 1.010
133 H 19.941 -12.977 -29.719  N122 1.010
134 C 11.326 0.815 -18.683  C135 1.598, H140 1.090, H141 1.090, H142 1.090
135 C 10.888 2.339 -18.872  C134 1.598, C136 1.511, N139 1.474, H143 1.090
136 C 10.643 2.690 -20.322  C135 1.511, O137 1.450, H144 1.090, H145 1.090
137 O 10.606 4.094 -20.680  C136 1.450, C138 1.436
138 C 10.846 4.306 -22.079  O137 1.436, H146 1.090, H147 1.090, H148 1.090
139 N 9.682 2.566 -18.056  C135 1.474, H149 1.010, H150 1.010
140 H 10.578 0.127 -19.079  C134 1.090
141 H 11.519 0.457 -17.672  C134 1.090
142 H 12.119 0.696 -19.423  C134 1.090
143 H 11.635 3.032 -18.485  C135 1.090
144 H 9.661 2.264 -20.526  C136 1.090
145 H 11.262 2.066 -20.967  C136 1.090
146 H 10.398 5.262 -22.353  C138 1.090
147 H 10.455 3.545 -22.754  C138 1.090
148 H 11.896 4.350 -22.368  C138 1.090
149 H 9.302 3.500 -18.115  N139 1.010
150 H 9.972 2.512 -17.090  N139 1.010
151 C 1.899 -12.210 -10.565  C152 1.549, H157 1.090, H158 1.090, H159 1.090
152 C 2.372 -11.218 -11.656  C151 1.549, C153 1.470, N156 1.426, H160 1.090
153 C 2.401 -9.788 -11.313  C152 1.470, O154 1.422, H161 1.090, H162 1.090
154 O 2.713 -9.052 -12.490  C153 1.422, C155 1.413
155 C 3.273 -7.801 -12.149  O154 1.413, H163 1.090, H164 1.090, H165 1.090
156 N 3.641 -11.704 -12.085  C152 1.426, H166 1.010, H167 1.010
157 H 2.026 -13.212 -10.974  C151 1.090
158 H 0.842 -12.169 -10.302  C151 1.090
159 H 2.543 -12.286 -9.688  C151 1.090
160 H 1.719 -11.353 -12.518  C152 1.090
161 H 3.141 -9.532 -10.555  C153 1.090
162 H 1.418 -9.496 -10.945  C153 1.090
163 H 4.318 -7.876 -11.848  C155 1.090
164 H 2.823 -7.262 -11.316  C155 1.090
165 H 3.426 -7.155 -13.014  C155 1.090
166 H 3.853 -10.972 -12.748  N156 1.010
167 H 4.248 -11.528 -11.297  N156 1.010
168 C 12.044 -19.756 -18.645  C169 1.497, H174 1.090, H175 1.090, H176 1.090
169 C 10.688 -19.169 -18.409  C168 1.497, C170 1.507, N173 1.479, H177 1.090
170 C 9.657 -20.258 -18.254  C169 1.507, O171 1.453, H178 1.090, H179 1.090
171 O 8.307 -19.749 -18.080  C170 1.453, C172 1.407
172 C 7.302 -20.397 -17.340  O171 1.407, H180 1.090, H181 1.090, H182 1.090
173 N 10.779 -18.274 -17.235  C169 1.479, H183 1.010, H184 1.010
174 H 12.181 -20.438 -19.485  C168 1.090
175 H 12.474 -20.421 -17.896  C168 1.090
176 H 12.839 -19.040 -18.853  C168 1.090
177 H 10.399 -18.543 -19.253  C169 1.090
178 H 9.771 -20.897 -17.378  C170 1.090
179 H 9.491 -20.773 -19.200  C170 1.090
180 H 6.304 -19.972 -17.446  C172 1.090
181 H 7.616 -20.292 -16.302  C172 1.090
182 H 7.207 -21.451 -17.604  C172 1.090
183 H 9.809 -18.012 -17.130  N173 1.010
184 H 11.177 -17.503 -17.752  N173 1.010
185 C -2.582 -7.223 -17.153  C186 1.500, H191 1.090, H192 1.090, H193 1.090
186 C -1.516 -7.234 -18.208  C185 1.500, C187 1.548, N190 1.457, H194 1.090
187 C -0.082 -7.139 -17.630  C186 1.548, O188 1.464, H195 1.090, H196 1.090
188 O 0.931 -7.119 -18.687  C187 1.464, C189 1.361
189 C 2.214 -7.264 -18.257  O188 1.361, H197 1.090, H198 1.090, H199 1.090
190 N -1.446 -8.461 -18.990  C186 1.457, H200 1.010, H201 1.010
191 H -2.717 -6.168 -16.913  C185 1.090
192 H -2.321 -7.886 -16.329  C185 1.090
193 H -3.618 -7.480 -17.375  C185 1.090
194 H -1.626 -6.376 -18.871  C186 1.090
195 H 0.001 -7.907 -16.862  C187 1.090
196 H -0.023 -6.182 -17.112  C187 1.090
197 H 2.450 -7.952 -17.444  C189 1.090
198 H 2.686 -6.285 -18.168  C189 1.090
199 H 2.632 -7.640 -19.191  C189 1.090
200 H -0.501 -8.451 -19.346  N190 1.010
201 H -1.571 -9.244 -18.364  N190 1.010
202 C 3.023 1.588 -13.747  C203 1.563, H208 1.090, H209 1.090, H210 1.090
203 C 4.252 1.474 -12.788  C202 1.563, C204 1.517, N207 1.435, H211 1.090
204 C 4.075 1.109 -11.326  C203 1.517, O205 1.473, H212 1.090, H213 1.090
205 O 3.060 1.988 -10.720  C204 1.473, C206 1.426
206 C 3.123 2.012 -9.296  O205 1.426, H214 1.090, H215 1.090, H216 1.090
207 N 5.192 0.551 -13.356  C203 1.435, H217 1.010, H218 1.010
208 H 2.459 2.447 -13.384  C202 1.090
209 H 2.335 0.743 -13.748  C202 1.090
210 H 3.369 1.944 -14.718  C202 1.090
211 H 4.883 2.350 -12.932  C203 1.090
212 H 5.072 1.323 -10.939  C204 1.090
213 H 3.975 0.032 -11.195  C204 1.090
214 H 2.226 2.509 -8.925  C206 1.090
215 H 3.966 2.532 -8.843  C206 1.090
216 H 3.112 1.055 -8.772  C206 1.090
217 H 5.786 1.138 -13.923  N207 1.010
218 H 4.749 -0.152 -13.931  N207 1.010
219 C 21.703 -13.096 -22.275  C220 1.590, H225 1.090, H226 1.090, H227 1.090
220 C 22.267 -11.848 -21.468  C219 1.590, C221 1.504, N224 1.460, H228 1.090
221 C 23.487 -11.319 -22.170  C220 1.504, O222 1.447, H229 1.090, H230 1.090
222 O 24.694 -12.043 -21.836  C221 1.447, C223 1.372
223 C 25.713 -11.602 -22.642  O222 1.372, H231 1.090, H232 1.090, H233 1.090
224 N 21.205 -10.865 -21.272  C220 1.460, H234 1.010, H235 1.010
225 H 21.615 -12.998 -23.357  C219 1.090
226 H 20.732 -13.469 -21.950  C219 1.090
227 H 22.331 -13.940 -21.988  C219 1.090
228 H 22.616 -12.033 -20.452  C220 1.090
229 H 23.465 -10.337 -21.695  C221 1.090
230 H 23.303 -11.176 -23.235  C221 1.090
231 H 25.274 -11.622 -23.640  C223 1.090
232 H 26.667 -12.103 -22.479  C223 1.090
233 H 25.852 -10.563 -22.345  C223 1.090
234 H 20.865 -10.612 -22.189  N224 1.010
235 H 21.650 -10.000 -21.002  N224 1.010
236 C 11.114 -4.033 -7.821  C237 1.583, H242 1.090, H243 1.090, H244 1.090
237 C 9.693 -3.500 -8.271  C236 1.583, C238 1.556, N241 1.495, H245 1.090
238 C 8.737 -2.926 -7.185  C237 1.556, O239 1.465, H246 1.090, H247 1.090
239 O 8.379 -3.994 -6.249  C238 1.465, C240 1.451
240 C 8.170 -3.508 -4.897  O239 1.451, H248 1.090, H249 1.090, H250 1.090
241 N 9.760 -2.690 -9.526  C237 1.495, H251 1.010, H252 1.010
242 H 11.787 -4.186 -8.664  C236 1.090
243 H 11.082 -4.976 -7.275  C236 1.090
244 H 11.576 -3.285 -7.176  C236 1.090
245 H 9.108 -4.299 -8.726  C237 1.090
246 H 7.783 -2.602 -7.600  C238 1.090
247 H 9.124 -2.024 -6.709  C238 1.090
248 H 8.055 -4.392 -4.269  C240 1.090
249 H 7.394 -2.762 -4.726  C240 1.090
250 H 9.121 -3.066 -4.602  C240 1.090
251 H 10.356 -1.919 -9.258  N241 1.010
252 H 8.834 -2.287 -9.538  N241 1.010

Calculated values
E = -119562.545 eV
lowest unoccupied orbital energy = 0.01284 Ha
ΔE to the lowest compared entry with this formula, charge and spin = 177.1 kcal/mol
gap between HOMO and LUMO = 8.93 eV
E_HOMO = -8.58 eV
strongest force on any atom = 4.43 eV/Å